Density functional theory data (the ωB97M-V functional and the def2-TZVPD basis) for 2 unconnected molecules or ions with the total composition C5H17N2O.

Geometry (Å):
C 0.196 -1.659 -0.325
N 1.184 -1.732 0.775
C 2.473 -1.061 0.614
C -0.582 -0.302 -0.284
N -2.060 -0.619 -0.765
C -1.118 1.913 0.998
C -0.624 0.456 1.002
H 0.661 -1.744 -1.299
H -0.455 -2.536 -0.237
H 1.324 -2.698 1.088
H 2.929 -1.230 -0.366
H 3.175 -1.474 1.339
H 2.325 0.014 0.711
H -0.151 0.412 -1.036
H -2.579 -1.171 -0.080
H -1.963 -0.875 -1.747
H -2.604 0.254 -0.725
H -2.162 1.994 1.282
H -0.887 2.462 0.095
H -0.538 2.460 1.741
H 0.357 0.453 1.478
H -1.135 -0.104 1.818
H 0.545 2.826 -1.486
H 1.212 1.968 -2.614
O 0.478 1.995 -1.977

The calculation puts the LUMO energy (alpha / beta) at -6.7 / -12.0 eV. Its energy above the lowest of the compared OMol25 structures with the same formula, charge and spin is 35.9 kcal/mol. As for the multiplicity: 2. As for the total charge: +2. Its highest occupied orbital energy (alpha / beta) is -18.7 / -18.7 eV. The HOMO-LUMO gap (alpha / beta) comes out at 12.023 / 6.713 eV.

***

Density functional theory data (the ωB97M-V functional and the def2-TZVPD basis) for a molecular structure, C29H37FeGeN3.

Geometry (Å):
Fe -7.222 -1.841 18.566
C 1.338 -4.543 17.370
C 0.375 -5.231 18.336
C -0.142 -4.538 19.442
C -0.933 -5.201 20.379
C -1.414 -4.448 21.573
C -1.157 -6.552 20.220
C -0.731 -7.239 19.118
C -1.260 -8.650 18.942
C -0.046 -6.533 18.117
H 2.179 -5.249 17.113
H 1.667 -3.597 17.813
H 0.805 -4.345 16.405
H 0.085 -3.490 19.557
H -2.069 -5.075 22.201
H -2.036 -3.588 21.228
H -0.578 -4.001 22.092
H -1.714 -7.058 20.984
H -2.349 -8.661 18.685
H -1.127 -9.369 19.814
H -0.747 -9.245 18.165
H 0.023 -6.990 17.140
C -9.488 0.798 21.132
C -8.423 1.517 21.607
C -7.160 1.358 21.093
C -6.896 0.312 20.193
N -7.960 -0.500 19.816
C -9.217 -0.199 20.194
C -5.535 -0.175 19.867
C -4.325 0.279 20.379
C -3.202 -0.407 20.199
C -3.177 -1.587 19.434
C -4.329 -2.036 18.866
N -5.520 -1.354 19.125
H -10.505 0.895 21.538
H -8.622 2.348 22.327
H -6.413 2.083 21.276
H -10.015 -0.722 19.646
H -4.277 1.160 21.044
H -2.325 -0.227 20.743
H -2.239 -2.071 19.133
H -4.361 -2.800 18.127
C -6.394 -6.208 20.085
Ge -7.905 -5.313 19.076
C -7.800 -6.135 17.219
C -9.719 -5.721 19.837
C -7.653 -3.419 19.224
H -6.425 -7.258 19.872
H -6.255 -5.945 21.162
H -5.459 -5.861 19.496
H -6.741 -6.320 16.975
H -8.286 -5.502 16.454
H -8.275 -7.097 17.216
H -10.238 -6.553 19.396
H -10.366 -4.852 19.762
H -9.652 -5.967 20.906
H -7.927 -3.148 20.261
C -9.764 -1.536 12.955
C -9.263 -1.441 14.369
C -8.118 -0.701 14.695
C -7.605 -0.748 16.005
N -8.132 -1.498 16.957
C -9.294 -2.129 16.679
C -9.822 -2.157 15.406
H -10.641 -0.844 12.822
H -10.057 -2.594 12.730
H -9.028 -1.260 12.156
H -7.733 -0.104 13.896
H -6.798 -0.072 16.245
H -9.784 -2.778 17.432
H -10.705 -2.738 15.155

The calculation puts the LUMO energy (alpha / beta) at -3.8 / -4.1 eV. Its energy above the lowest of the compared OMol25 structures with the same formula, charge and spin is 82.1 kcal/mol. As for the multiplicity: 6. As for the total charge: +1. Its highest occupied orbital energy (alpha / beta) is -9.0 / -10.3 eV. The HOMO-LUMO gap (alpha / beta) comes out at 5.257 / 6.253 eV.

***

Density functional theory data (the ωB97M-V functional and the def2-TZVPD basis) for a single C2HNO2S molecule.

Geometry (Å):
C 1.065 -0.093 -0.097
C -0.991 1.117 -0.344
N 0.435 0.980 -0.324
O 0.269 -1.220 0.068
O -1.591 0.392 0.855
S -1.346 -0.770 -0.135
H 2.158 -0.405 -0.024

The calculation puts the LUMO energy at 0.1 eV. Its energy above the lowest of the compared OMol25 structures with the same formula, charge and spin is 123.6 kcal/mol. As for the multiplicity: 1. As for the total charge: 0. Its highest occupied orbital energy is -9.4 eV. The HOMO-LUMO gap comes out at 9.487 eV.

***

Density functional theory data (the ωB97M-V functional and the def2-TZVPD basis) for a molecular structure, C16H25ClMnN4OSSi2.

Geometry (Å):
Mn -0.425 0.030 -1.426
C 4.755 -1.727 1.734
Si 3.846 -0.142 2.283
C 4.365 0.159 4.104
C 4.443 1.365 1.270
C 1.958 -0.038 2.150
C 1.171 0.501 3.144
C -0.167 0.822 2.897
C -0.655 0.652 1.622
N 0.065 0.106 0.637
C 1.332 -0.304 0.908
S 2.094 -1.199 -0.313
H 5.808 -1.659 2.002
H 4.682 -1.861 0.660
H 4.344 -2.617 2.203
H 5.449 0.186 4.173
H 4.016 -0.625 4.769
H 3.996 1.108 4.480
H 5.524 1.412 1.188
H 4.103 2.291 1.726
H 4.035 1.322 0.266
H 1.601 0.684 4.119
H -0.792 1.243 3.670
H -1.667 0.946 1.360
C -1.154 -3.577 -1.069
Si -1.899 -1.774 -1.128
C -2.959 -1.795 0.532
C -3.359 -2.006 -2.413
H -1.939 -4.312 -0.929
H -0.443 -3.677 -0.256
H -0.629 -3.814 -1.987
H -3.593 -2.676 0.564
H -3.606 -0.926 0.624
H -2.318 -1.817 1.408
H -4.015 -2.817 -2.112
H -2.973 -2.234 -3.401
H -3.959 -1.105 -2.500
Cl 1.009 0.894 -2.841
C -0.217 -0.222 -3.405
H 0.269 -1.074 -3.889
H -0.864 0.302 -4.118
N -3.892 2.087 -1.052
C -2.746 2.376 -1.764
O -1.708 1.721 -1.510
C -2.799 3.431 -2.700
C -3.985 4.102 -2.970
N -4.979 4.638 -3.212
C -1.675 3.820 -3.429
N -0.765 4.159 -4.050
H -4.762 2.467 -1.386
H -3.921 1.171 -0.632

The calculation puts the LUMO energy (alpha / beta) at 2.6 / 2.7 eV. Its energy above the lowest of the compared OMol25 structures with the same formula, charge and spin is 19.0 kcal/mol. As for the multiplicity: 5. As for the total charge: -1. Its highest occupied orbital energy (alpha / beta) is -5.0 / -5.0 eV. The HOMO-LUMO gap (alpha / beta) comes out at 7.641 / 7.671 eV.

***

Density functional theory data (the ωB97M-V functional and the def2-TZVPD basis) for 2 unconnected molecules or ions with the total composition CH5NOS.

Geometry (Å):
N -2.724 0.620 -0.001
C -2.031 1.073 -1.095
O -1.334 2.038 -1.137
H -2.944 1.199 0.805
H -2.826 -0.375 0.125
H -2.245 0.402 -1.943
S 4.516 -1.099 1.296
H 4.269 -1.829 0.188
H 5.318 -2.029 1.762

The calculation puts the LUMO energy at 0.9 eV. Its energy above the lowest of the compared OMol25 structures with the same formula, charge and spin is 9.0 kcal/mol. As for the multiplicity: 1. As for the total charge: 0. Its highest occupied orbital energy is -9.8 eV. The HOMO-LUMO gap comes out at 10.632 eV.

***

Density functional theory data (the ωB97M-V functional and the def2-TZVPD basis) for 6 unconnected molecules or ions with the total composition C17H45O16S5.

Geometry (Å):
C 1.108 0.321 3.898
C 0.527 0.926 2.625
O -0.736 0.385 2.178
H 1.281 -0.734 3.705
H 0.472 0.545 4.768
H 2.133 0.757 3.999
H 1.275 0.825 1.857
H 0.421 1.980 2.810
O 1.299 -2.855 2.637
S 0.358 -3.190 1.577
O 0.690 -2.967 0.187
O 0.230 -4.796 1.875
C 1.466 -5.438 1.750
C 1.359 -6.778 2.498
C -1.164 -2.551 1.962
H 2.239 -4.797 2.071
H 1.739 -5.564 0.691
H 0.701 -7.493 2.030
H 0.991 -6.544 3.544
H 2.335 -7.243 2.608
H -0.716 -0.639 2.229
H -1.413 -2.917 2.987
H -1.974 -2.688 1.239
O -5.021 -4.377 -0.930
S -4.977 -3.752 -2.186
O -6.151 -3.562 -2.962
O -4.271 -2.399 -2.053
C -3.067 -2.364 -1.177
C -1.816 -2.022 -1.927
C -3.767 -4.599 -3.096
H -3.104 -3.303 -0.646
H -3.344 -1.533 -0.509
H -0.980 -1.969 -1.230
H -1.981 -1.110 -2.526
H -1.476 -2.787 -2.681
H -3.484 -3.924 -3.911
H -4.250 -5.535 -3.456
H -3.016 -4.931 -2.434
O 0.808 5.789 -2.197
S 0.938 6.843 -1.254
O 2.026 7.749 -1.381
O -0.348 7.748 -1.372
C -1.569 7.041 -1.750
C -2.500 8.048 -2.343
C 0.897 6.170 0.407
H -1.975 6.649 -0.850
H -1.270 6.286 -2.465
H -2.216 8.479 -3.378
H -2.672 8.898 -1.702
H -3.526 7.720 -2.553
H 1.581 5.343 0.490
H -0.113 5.840 0.461
H 1.112 6.941 1.141
O 7.966 -3.526 0.058
S 7.803 -2.132 -0.357
O 7.744 -1.715 -1.706
O 6.460 -1.504 0.283
C 5.126 -1.831 -0.275
C 4.500 -3.068 0.338
C 9.124 -1.265 0.480
H 5.390 -1.955 -1.305
H 4.502 -0.942 -0.333
H 3.416 -2.992 0.392
H 4.950 -3.085 1.339
H 4.723 -3.955 -0.249
H 10.091 -1.611 0.087
H 8.953 -1.399 1.573
H 9.030 -0.188 0.141
O -3.426 5.104 -0.242
S -3.433 3.770 0.255
O -4.303 3.402 1.322
O -3.722 2.806 -0.948
C -4.337 1.567 -0.629
C -5.035 1.054 -1.914
C -1.855 3.201 0.768
H -5.096 1.555 0.154
H -3.491 0.859 -0.517
H -5.731 1.777 -2.325
H -5.675 0.173 -1.719
H -4.275 0.783 -2.675
H -1.966 2.163 1.212
H -1.424 3.916 1.517
H -1.100 3.119 0.019

The calculation puts the LUMO energy at 2.1 eV. Its energy above the lowest of the compared OMol25 structures with the same formula, charge and spin is 23.7 kcal/mol. As for the multiplicity: 1. As for the total charge: -1. Its highest occupied orbital energy is -4.9 eV. The HOMO-LUMO gap comes out at 6.955 eV.

***

Density functional theory data (the ωB97M-V functional and the def2-TZVPD basis) for a molecular structure, C14H6N2O10Sn.

Geometry (Å):
Sn -0.179 -0.389 0.982
O 3.418 -4.064 -2.372
C 2.723 -3.228 -1.585
C 2.972 -1.850 -1.558
C 2.165 -1.080 -0.753
N 1.205 -1.646 -0.049
C 1.017 -2.954 0.035
C 1.756 -3.805 -0.750
C 0.059 -3.310 1.168
O -0.184 -4.451 1.444
O -0.313 -2.244 1.853
C 2.291 0.407 -0.460
O 3.188 1.053 -0.935
O 1.362 0.852 0.358
H 4.057 -3.578 -2.906
H 3.773 -1.396 -2.127
H 1.631 -4.876 -0.699
O -2.953 5.004 0.077
C -2.449 3.774 0.258
C -2.497 2.795 -0.743
C -1.904 1.584 -0.469
N -1.320 1.390 0.698
C -1.366 2.246 1.708
C -1.914 3.491 1.523
C -0.924 1.588 3.014
O -0.968 2.178 4.057
O -0.660 0.303 2.853
C -1.924 0.319 -1.317
O -2.524 0.292 -2.359
O -1.271 -0.680 -0.767
H -3.301 5.103 -0.817
H -2.995 2.960 -1.690
H -1.973 4.211 2.327

The calculation puts the LUMO energy at -0.7 eV. As for the multiplicity: 1. As for the total charge: 0. Its highest occupied orbital energy is -10.7 eV. The HOMO-LUMO gap comes out at 10.014 eV.

***

Density functional theory data (the ωB97M-V functional and the def2-TZVPD basis) for 2 unconnected molecules or ions with the total composition C6H12N2.

Geometry (Å):
C 2.442 -2.720 -0.620
C 1.134 -2.065 -0.321
C -0.115 -2.529 -0.614
N -0.982 -1.729 0.082
C -0.237 -0.864 0.804
N 1.041 -1.052 0.601
H 2.264 -3.643 -1.176
H 2.970 -3.028 0.281
H 3.078 -2.045 -1.199
H -0.377 -3.322 -1.290
H -1.980 -1.713 -0.024
H -0.640 -0.071 1.403
C -0.808 2.714 0.892
C -1.281 3.514 -0.332
H -0.808 1.646 0.691
H 0.153 3.088 1.226
H -1.568 2.833 1.666
H -0.881 4.521 -0.328
H -2.366 3.461 -0.464
H -1.036 3.002 -1.277

The calculation puts the LUMO energy at 0.8 eV. Its energy above the lowest of the compared OMol25 structures with the same formula, charge and spin is 8.3 kcal/mol. As for the multiplicity: 1. As for the total charge: 0. Its highest occupied orbital energy is -8.6 eV. The HOMO-LUMO gap comes out at 9.470 eV.

***

Total energy (hartree)
-384.7381, -4631.7814, -680.0631, -3507.4511, -569.2737, -3869.4137, -1613.4890, -345.3146
Largest force on an atom (eV Å⁻¹)
3.71, 4.10, 2.36, 3.24, 1.33, 3.34, 0.85, 1.55